No. 1
33
Properties=species:S:1:pos:R:3:forces:R:3 method="wB97M-V/def2-TZVPD" mol_weight_g_mol=241.29 homo_ev=-8.3477 lumo_ev=0.494 orbital_gap_ev=8.841 de_lowest_kj_mol=1258.30 energy_ha=-785.3508
O -2.31665 1.33621 -1.04259 -0.4 1.6 0.4
C -1.47976 1.71726 -0.18710 -2.5 -2.7 -2.8
N -0.55395 0.84794 0.03982 5.7 -6.2 2.5
C 0.60069 0.88921 1.11838 0.3 0.6 -1.2
C 1.66723 -0.29554 0.93043 -10.2 -3.8 6.7
H 2.28715 -0.25479 0.23294 6.1 1.1 -5.5
H 1.95086 -0.88162 1.97846 -0.3 2.1 -2.9
C 0.56307 -1.41137 0.22302 -2.2 -0.6 4.1
C 1.21976 -2.59827 -0.48179 -5.4 0.2 7.0
C 0.97732 -3.85144 0.08868 2.3 -3.0 -5.9
C 1.45157 -5.04031 -0.74336 1.7 2.4 2.4
C 2.42951 -4.79284 -1.84388 -7.2 10.4 7.1
C 2.76297 -3.35537 -2.05984 -6.1 -5.2 4.5
C 1.88431 -2.38854 -1.53473 7.9 2.8 -6.9
H 2.23865 -1.32791 -1.92901 -1.5 -1.9 1.0
H 3.18390 -3.38000 -2.90717 4.2 1.6 -6.2
H 2.91234 -5.54448 -2.02217 5.6 -7.9 -3.2
H 1.40017 -6.03077 -0.14873 -0.2 1.4 -1.7
H 0.25252 -3.96623 0.80849 -1.1 -0.3 1.9
C -0.50048 -0.67018 -0.55073 1.5 3.4 -3.8
H 0.10013 -0.47288 -1.64428 -2.4 -0.5 2.4
H -1.53309 -1.16216 -0.69463 1.8 1.1 0.3
H -0.22384 -1.88200 1.08650 2.8 1.0 -1.4
H 0.02118 0.67900 2.15129 2.0 1.5 -2.1
H 1.19450 1.84797 0.70043 -1.5 -1.5 2.5
C -1.54351 2.93144 0.49938 6.2 -6.7 2.5
C -2.27473 3.90279 0.40694 -12.9 -0.4 -13.8
C -2.20476 4.91140 1.07763 7.0 3.7 11.2
C -1.08967 4.28687 2.03694 -5.5 5.9 -3.1
O -0.73413 3.18834 1.62452 1.2 -4.0 -1.5
H -0.57686 4.84591 2.67539 2.3 1.6 3.2
H -2.49102 5.85519 1.25829 -1.6 2.8 0.0
H -3.19144 3.89336 -0.50935 2.9 -0.4 2.4

***

No. 2
42
Properties=species:S:1:pos:R:3:forces:R:3 method="wB97M-V/def2-TZVPD" mol_weight_g_mol=730.31 homo_ev="-12.3020 / -12.3169" lumo_ev="-5.705 / -5.769" charge=+1 orbital_gap_ev="6.597 / 6.548" energy_ha=-8388.9410
Os 0.40870 -0.29425 -0.37040 -0.2 -0.3 -0.1
Br -2.39180 -2.60812 -0.14805 0.0 0.0 0.0
C -2.56905 -0.87643 0.53198 0.1 0.0 0.1
C -3.79290 -0.47383 1.05176 0.0 0.0 0.0
C -3.93137 0.81760 1.51880 0.0 0.0 0.0
C -2.84586 1.68329 1.45068 0.0 0.0 0.0
C -1.66669 1.20652 0.93881 0.0 0.0 0.0
N -1.51080 -0.06191 0.49170 0.0 0.1 -0.1
C -0.46080 2.09666 0.81011 -0.1 0.0 -0.1
O -0.47591 3.25838 1.05114 0.1 -0.1 0.1
O 0.64901 1.43732 0.36907 0.1 0.0 -0.2
H -4.61408 -1.17495 1.06915 0.0 0.0 0.0
H -4.87827 1.14987 1.92285 0.0 0.0 0.0
H -2.89324 2.71307 1.77665 0.0 0.0 0.0
O 2.20198 -0.18504 -1.41884 0.0 -0.3 0.0
Se 1.87709 -1.57792 -2.33693 0.3 -0.9 -0.1
O 2.21074 -1.59653 -3.88280 -0.1 0.4 0.2
O 0.12326 -1.33355 -1.90574 0.0 0.6 0.3
O 2.20267 -2.88971 -1.45682 0.1 0.4 -0.2
C 3.50525 -1.78533 1.19142 0.0 0.2 -0.3
As 1.58796 -1.71040 1.21123 -0.3 0.1 0.6
C 0.90733 -3.50557 1.24789 0.0 -0.1 0.0
C 1.06371 -1.10997 3.01197 0.1 -0.2 -0.1
C 1.26632 0.32076 3.41052 0.0 0.1 0.0
C 0.21051 1.00045 4.01113 -0.1 0.0 0.0
C 0.36445 2.30968 4.44732 -0.1 0.0 -0.1
C 1.57220 2.96006 4.26876 0.1 0.0 0.0
C 2.63559 2.28781 3.67828 0.0 0.0 0.0
C 2.48845 0.97544 3.26318 -0.1 0.0 -0.1
H 3.81890 -1.94328 2.22132 0.0 0.0 0.0
H 3.90230 -0.84920 0.80636 0.0 0.0 0.0
H 3.80819 -2.60464 0.54560 0.0 0.0 0.0
H 1.40913 -4.01134 2.07362 0.0 0.0 0.0
H 1.12234 -4.00470 0.30832 0.0 0.1 0.0
H -0.16201 -3.46899 1.42999 0.0 0.0 0.0
H 1.64114 -1.79235 3.64336 0.0 0.0 0.1
H 0.01457 -1.39000 3.12353 0.0 0.0 -0.1
H -0.73133 0.48554 4.17593 0.0 0.0 0.0
H -0.46358 2.82237 4.91925 0.0 0.0 0.0
H 1.69117 3.98419 4.59509 0.0 0.0 0.0
H 3.58703 2.78611 3.54925 0.0 0.0 0.0
H 3.33797 0.46548 2.82731 0.0 0.0 0.0

***

No. 3
40
Properties=species:S:1:pos:R:3:forces:R:3 method="wB97M-V/def2-TZVPD" mol_weight_g_mol=398.21 homo_ev=-8.4437 lumo_ev=0.166 orbital_gap_ev=8.610 de_lowest_kj_mol=2.02 smiles="Cc1nn(CC(=O)OCCOc2ccc(Br)cc2)c(C)c1[N+](=O)[O-]" energy_ha=-3695.5910
C -1.54781 -1.17422 2.74565 0.0 0.0 0.2
C -0.76868 -1.45904 1.52204 -0.2 -0.1 -0.5
N 0.54195 -1.39970 1.49127 0.1 0.2 0.9
N 0.92318 -1.71991 0.24604 -0.7 -0.2 -0.4
C -0.11448 -1.97216 -0.56920 -0.6 -0.1 0.1
C -1.25000 -1.82725 0.23263 1.6 0.1 0.3
N -2.59189 -2.01612 -0.13696 -0.3 -0.1 -0.1
O -3.43255 -1.93850 0.73746 -0.2 0.0 0.1
O -2.83824 -2.24585 -1.30871 -0.2 -0.1 -0.3
C 0.04684 -2.33930 -1.99318 0.0 0.0 -0.2
H 0.51563 -3.32029 -2.08058 0.0 -0.1 0.0
H 0.67836 -1.61395 -2.50342 0.1 0.0 -0.1
H -0.92791 -2.37722 -2.47090 0.1 0.0 0.0
C 2.32208 -1.71683 -0.08462 0.4 0.3 -0.1
H 2.87849 -1.87254 0.84065 -0.1 -0.1 -0.1
H 2.53645 -2.49708 -0.81747 0.0 0.1 0.1
C 2.68577 -0.34731 -0.66893 -0.1 -0.6 0.0
O 2.58584 -0.06321 -1.83331 0.1 0.1 -0.2
O 3.07672 0.46753 0.29391 0.0 0.0 0.4
C 3.38338 1.82060 -0.03446 -0.3 0.5 -0.3
H 3.76246 2.24377 0.89621 0.0 0.0 -0.1
C 2.15984 2.60914 -0.51613 0.3 -0.2 -0.2
O 1.13592 2.56336 0.45197 0.0 -0.1 0.2
C -0.10699 2.08164 0.16412 -0.3 0.0 0.1
C -0.48985 1.40407 -0.98869 0.4 0.1 0.0
C -1.81427 1.04079 -1.17441 -0.3 0.1 0.1
C -2.75774 1.34189 -0.20942 -0.2 -0.1 -0.1
C -2.37927 1.96480 0.97154 -0.1 -0.1 -0.1
C -1.06317 2.32684 1.15385 0.2 0.0 -0.1
H -0.74719 2.82583 2.05555 0.0 0.1 0.1
H -3.11590 2.18029 1.72993 -0.1 0.0 0.1
Br -4.59103 0.92818 -0.50911 0.2 0.1 0.0
H -2.10827 0.52797 -2.07759 0.0 0.0 -0.1
H 0.21557 1.14995 -1.76473 0.1 0.0 0.0
H 1.83288 2.23627 -1.48733 0.0 0.1 0.1
H 2.46298 3.65738 -0.63051 0.0 -0.1 0.0
H 4.15327 1.84658 -0.81242 -0.1 0.0 0.1
H -0.87310 -0.87098 3.54025 0.0 0.0 0.1
H -2.27332 -0.38673 2.55091 0.0 0.0 0.0
H -2.10596 -2.05874 3.04810 0.0 0.0 0.1

***

No. 4
37
Properties=species:S:1:pos:R:3:forces:R:3 method="wB97M-V/def2-TZVPD" mol_weight_g_mol=321.83 homo_ev=-7.1440 lumo_ev=0.006 orbital_gap_ev=7.150 de_lowest_kj_mol=502.07 smiles="Clc1cccc(/N=N/Cc2ccc(N3CCOCC3)s2)c1" energy_ha=-1678.9120
Cl -6.95073 -0.31747 0.85437 -1.4 0.5 -0.9
N -2.14261 -0.17462 2.10836 0.0 0.4 -1.3
N -1.34473 -0.06373 3.01612 0.8 0.1 0.8
O 3.15999 1.55881 -4.36849 1.4 -1.0 -0.7
S 1.49362 1.63232 0.44048 -1.2 0.2 1.1
C 1.71941 -0.75410 -0.22974 0.2 -4.2 -1.1
C 0.78364 -0.84173 0.82065 0.2 0.9 1.1
C 2.15684 0.45565 -0.58536 0.6 0.1 -1.8
C 0.53645 0.40785 1.32630 -0.2 -0.4 0.3
C -4.83506 -2.49087 3.38330 1.8 2.6 -0.7
C -5.81356 -2.04083 2.49773 -1.1 -2.5 1.4
C -3.58550 -1.80223 3.33202 -0.7 -0.3 0.5
C -4.41890 -0.39166 1.54176 2.0 0.1 -0.4
C -5.65671 -0.91173 1.73896 0.6 -1.0 -0.1
C -3.32854 -0.85802 2.35255 -2.7 0.4 -0.7
N 2.89014 0.74447 -1.72607 0.6 2.2 -0.7
C -0.22159 0.78246 2.60851 2.4 0.4 0.0
C 3.80880 2.44183 -3.43139 -1.0 -3.9 1.4
C 3.34180 0.11426 -4.10349 -0.2 0.2 -0.7
C 3.01739 2.23714 -2.18441 -0.9 -0.9 2.8
C 3.50427 -0.23498 -2.63813 1.2 0.2 1.0
H 2.00121 -1.70110 -0.78030 -0.2 1.3 0.6
H 0.44025 -1.79982 1.26433 0.1 0.9 -0.5
H -4.99732 -3.13901 4.21776 -0.3 -0.7 -0.1
H -6.69953 -2.70607 2.39598 0.3 1.1 0.2
H -2.84401 -1.92301 4.10602 0.2 -0.4 -0.1
H -4.30830 0.26560 0.64788 0.4 -0.2 1.2
H 0.55191 0.80389 3.43093 -1.0 -0.1 -0.5
H -0.55961 1.80750 2.48407 -0.4 0.1 0.2
H 3.65168 3.44217 -3.60635 -0.2 2.2 -1.6
H 4.86541 2.26981 -3.18091 0.0 -0.3 -0.7
H 4.18321 -0.41671 -4.73059 -1.4 1.4 1.1
H 2.39402 -0.37240 -4.34411 0.0 0.5 -0.8
H 1.94393 2.48850 -2.27371 0.6 0.5 -0.4
H 3.47611 2.99193 -1.45132 -0.6 -1.5 -0.1
H 3.22200 -1.31505 -2.51728 -0.2 1.2 0.3
H 4.56465 -0.18905 -2.41644 0.5 -0.3 0.2

***

No. 5
42
Properties=species:S:1:pos:R:3:forces:R:3 method="wB97M-V/def2-TZVPD" mol_weight_g_mol=383.40 homo_ev=-8.4911 lumo_ev=-0.190 orbital_gap_ev=8.301 de_lowest_kj_mol=0.00 smiles=FC(F)(F)c1csc(-n2nnc3ccc(NCC4CCNCC4)nc32)n1 energy_ha=-1662.2562
F -0.62288 4.73819 -4.19538 -0.2 -0.4 0.6
F -0.58183 2.59380 -3.85632 -0.2 0.1 0.2
F -2.20155 3.80509 -3.03199 0.4 -0.2 0.0
N 3.04032 2.42060 2.49259 0.4 0.8 0.0
N 2.56099 3.35430 1.75692 -0.2 -0.6 0.7
N 0.62453 3.00621 -1.32544 0.6 0.8 1.5
N 1.84103 0.39483 -0.11052 0.1 1.5 -0.3
S 0.96402 5.25399 0.00448 -0.1 -1.4 -0.6
C 1.20149 3.50812 -0.22573 -1.1 0.6 -2.2
C 0.04523 5.23433 -1.44514 -0.4 0.0 -0.8
C -0.05556 4.00068 -2.03757 1.2 0.6 2.4
C 2.19437 1.41216 0.67540 0.2 -0.9 0.4
C 2.18952 -0.82548 0.29320 -1.6 0.7 0.2
C 2.81982 -1.13835 1.51068 0.4 1.3 -0.2
C 3.18202 -0.06962 2.29243 0.2 -0.7 1.1
C 2.84953 1.21704 1.86985 0.4 0.1 0.6
N 1.98921 2.77753 0.66964 -0.8 -0.7 -1.9
N -3.47239 -2.38331 0.27065 -0.5 -0.1 0.8
N 1.65402 -1.77247 -0.50841 0.0 -1.6 -1.3
C -0.87428 3.75849 -3.27108 0.4 0.2 -0.7
C -2.77405 -1.23604 -0.31574 0.3 -1.3 -0.3
C -2.77896 -2.86989 1.50062 -0.9 -0.7 -1.0
C 0.76343 -2.83118 0.01857 -0.6 1.4 -0.8
C -1.39145 -1.72023 -0.73912 0.3 0.7 0.2
C -1.38746 -3.31971 1.21011 1.4 0.6 0.7
C -0.59327 -2.22491 0.47584 0.1 -0.6 -0.6
H -0.38480 6.14200 -1.85262 0.1 -0.1 0.2
H 3.04735 -2.15657 1.71389 0.2 -0.5 0.4
H 3.65615 -0.21856 3.27478 -0.1 0.1 -0.6
H -3.54694 -3.12606 -0.44293 0.1 0.4 0.7
H 1.29545 -1.29417 -1.33568 -0.1 -0.5 0.3
H -3.33126 -0.86941 -1.18175 0.0 0.1 0.2
H -2.68197 -0.44903 0.42461 -0.1 0.2 0.2
H -2.68538 -2.07919 2.22020 -0.5 0.7 0.3
H -3.35434 -3.69299 1.96825 0.1 0.5 -0.3
H 1.24618 -3.33506 0.82348 0.4 -0.4 0.7
H 0.57689 -3.56717 -0.78276 0.2 0.3 0.3
H -0.84561 -0.89126 -1.16870 0.3 0.3 -0.4
H -1.51914 -2.47447 -1.52366 0.2 -0.2 0.2
H -0.84105 -3.52518 2.15819 -0.4 -0.2 -0.5
H -1.40922 -4.21302 0.60460 0.1 -0.5 -0.2
H -0.40813 -1.33401 1.12160 -0.1 -0.7 -0.1

***

No. 6
36
Properties=species:S:1:pos:R:3:forces:R:3 method="wB97M-V/def2-TZVPD" spin_multiplicity=5 mol_weight_g_mol=314.14 homo_ev="-9.3198 / -11.9679" lumo_ev="-2.840 / -5.184" charge=+1 orbital_gap_ev="6.480 / 6.783" de_lowest_kj_mol=31.45 energy_ha=-2124.8507
C 2.00785 -3.04504 0.26432 0.8 0.0 -0.1
C 0.54209 -2.92032 0.25893 -0.7 0.9 -0.1
N -0.20143 -1.83798 0.18332 0.2 -0.5 0.4
C -1.62712 -2.18384 0.26709 -0.5 -0.3 0.1
C -1.67105 -3.72698 0.26738 -0.9 -0.3 -0.2
C -0.23150 -4.22344 0.33761 -0.4 0.8 0.0
H 2.26860 -4.10524 0.28496 -0.1 0.1 0.0
H 2.47414 -2.63576 -0.63044 0.0 0.3 0.0
H 2.48213 -2.60087 1.13917 -0.1 0.3 0.0
H -2.06299 -1.79352 1.19707 0.3 0.2 -0.3
H -2.17065 -1.74988 -0.58052 0.2 0.0 0.2
H -2.25707 -4.10160 1.11118 0.0 0.1 -0.2
H -2.14132 -4.08410 -0.65282 0.0 0.0 0.2
H 0.02552 -4.89245 -0.50091 0.1 0.3 0.3
H -0.02635 -4.75932 1.27917 0.2 0.3 -0.3
O 0.24981 5.90693 -1.46935 -0.5 -3.7 1.1
C 0.11514 4.78933 -1.15286 -0.4 9.2 -2.1
Fe 0.28198 3.09459 -0.86537 -0.7 -2.9 -1.0
C 1.18258 2.85299 -2.43237 2.7 -1.4 -4.1
O 1.94819 2.72890 -3.27170 -1.0 0.4 1.1
C 1.84948 3.47308 -0.17073 7.3 1.6 2.2
O 2.91822 3.82868 0.13453 -3.4 -1.1 -0.7
C 0.23791 -0.12716 0.09495 2.8 2.3 -1.9
C 0.28194 0.54574 1.39886 -0.5 -1.3 1.7
C -0.03842 1.82203 1.76204 0.6 -0.2 -0.4
C -0.42453 2.97909 0.96597 -2.5 -0.1 3.4
C -1.51342 2.83582 -0.02557 -0.5 -1.1 0.8
C -1.43999 1.72746 -0.89084 -2.6 0.5 0.2
C -0.26863 0.93797 -0.94100 1.1 -4.3 -0.2
H 1.30480 -0.34686 -0.24592 -1.3 0.0 0.5
H 0.62880 -0.10205 2.22194 -0.2 0.4 -0.2
H 0.09141 2.00893 2.83081 0.3 0.2 -0.3
H -0.32426 3.93079 1.53296 -0.6 -0.8 -0.4
H -2.35490 3.54401 -0.06226 0.6 -0.2 -0.1
H -2.17903 1.64863 -1.71416 0.4 0.2 0.6
H 0.04207 0.58143 -1.92545 -0.6 0.0 -0.1